[1]
Entry from the OMol25 dataset: 2 unconnected molecules or ions with the total composition C11H21N2O at a distorted geometry (wB97M-V/def2-TZVPD).

Geometry as XYZ:
```
35
Properties=species:S:1:pos:R:3
C -0.51839 -1.71210 -1.13860
C -1.89724 0.31063 -2.74060
C -1.33838 -2.63288 3.03634
C -2.94534 0.96913 -0.61084
C 3.36764 3.15748 0.42625
C -0.75629 -2.64263 1.61531
C 1.56740 0.48802 -1.35494
C -1.16730 -1.25041 1.03712
C 0.65878 0.24017 -0.09152
C 2.89288 1.24208 -0.87221
C -0.39531 -0.77680 -0.20360
N -0.49064 -2.59801 -1.84081
N -2.13940 0.25197 -1.52798
O 2.41391 2.44223 -0.38711
H -1.14777 -0.30483 -3.20506
H -2.46143 0.97260 -3.29914
H -1.52133 -3.68121 3.38520
H -0.51859 -2.31191 3.68352
H -2.14345 -1.87987 3.07355
H -3.83019 1.35299 -1.10245
H -2.34422 1.82822 -0.05231
H -3.37613 0.17269 0.16231
H 3.54572 2.58149 1.28437
H 2.89325 4.15448 0.52331
H 4.38115 3.36789 -0.03185
H 0.29043 -2.79817 1.67838
H -1.12694 -3.32887 0.79595
H 1.00824 1.23530 -1.96896
H 1.64566 -0.46793 -1.88149
H -2.17065 -1.08318 0.79273
H -0.96371 -0.46558 1.78904
H 1.32370 -0.00799 0.84554
H 0.30228 1.26059 0.16673
H 3.45355 0.59048 -0.11865
H 3.50812 1.32394 -1.86751
```

Output
LUMO level (spin up / spin down) = -5.8 / -5.8 eV
largest force on an atom = 4.53 eV/A
net charge = +1
Kohn-Sham gap (spin up / spin down) = 7.25 / 7.25 eV
E = -16763.303 eV

***

[2]
Entry from the OMol25 dataset: 2 unconnected molecules or ions with the total composition C11H21N2O2 (wB97M-V/def2-TZVPD).

Geometry as XYZ:
```
36
Properties=species:S:1:pos:R:3
C -0.01986 0.28827 -0.04404
C -3.26684 0.15833 -0.30557
C 2.23241 0.49119 0.19760
C 1.88479 -0.93130 -0.30730
C -4.68461 -0.24091 -0.26971
C 2.83219 0.50085 1.59884
C 2.41685 -1.20376 -1.71062
C -0.19191 3.23774 -0.52266
C -0.55941 -2.84926 0.86551
C 0.76299 2.57085 0.46142
C -0.39660 -2.09893 -0.45389
N 0.92872 1.16107 0.18376
N 0.42080 -0.91899 -0.29535
O -4.11812 1.03129 -0.67626
O -5.32755 -0.25860 0.91953
H -1.08097 0.51009 -0.03732
H 2.90757 1.00058 -0.49743
H 2.25271 -1.69618 0.38267
H -5.11748 -0.78110 -1.10667
H 2.14994 0.03929 2.31095
H 3.04156 1.51725 1.92529
H 3.76826 -0.05310 1.60077
H 3.49918 -1.11630 -1.71419
H 2.00529 -0.48867 -2.41919
H 2.16160 -2.20661 -2.04053
H -1.21824 2.92341 -0.36296
H -0.14242 4.31359 -0.39129
H 0.09323 3.00611 -1.54592
H 0.40339 -3.14218 1.27056
H -1.07672 -2.22927 1.59405
H -1.14810 -3.74785 0.69871
H 1.74861 3.03265 0.38561
H 0.39860 2.70115 1.48458
H -1.37604 -1.78280 -0.81784
H 0.06945 -2.74547 -1.19892
H -6.25327 0.00755 0.83783
```

Output
LUMO level = -2.9 eV
largest force on an atom = 0.96 eV/A
net charge = +1
Kohn-Sham gap = 9.88 eV
E = -18814.166 eV

***

[3]
Entry from the OMol25 dataset: a gas-phase ion, C11H21N2O2 (charge +1) at a distorted geometry (wB97M-V/def2-TZVPD).

Geometry as XYZ:
```
36
Properties=species:S:1:pos:R:3
C 2.05333 1.94408 -0.08032
C 2.47759 1.76533 -1.30405
C 2.52580 0.52541 -0.45272
C 1.00577 2.31141 0.76533
C 1.27161 -0.38359 -0.15636
C 3.08331 2.01292 -2.60690
C -2.46282 -3.54245 1.04551
C -1.83894 0.91994 0.90863
C -0.43141 0.86262 -1.49833
C -1.80982 -2.25409 1.47022
C -1.59091 -1.45642 0.18861
N -0.92843 -0.15728 0.61861
N 0.10108 0.40520 -0.21614
O 0.79520 1.86917 2.00159
O 1.38801 -0.86412 1.14512
H 3.39069 -0.01584 0.00150
H 0.39441 3.06444 0.45719
H 1.53636 -1.18557 -0.97526
H 4.11893 1.60532 -2.71446
H 3.07303 3.07093 -2.98836
H 2.43584 1.65503 -3.29666
H -3.43632 -3.20781 0.57511
H -2.07960 -4.08159 0.22127
H -2.59423 -4.26200 2.00983
H -2.01431 1.55780 0.14235
H -2.85392 0.48342 1.25878
H -1.49788 1.48609 1.68008
H 0.02737 0.14790 -2.16106
H -1.51399 0.84032 -1.74033
H -0.04042 1.95112 -1.69155
H -0.89566 -2.69297 1.91305
H -2.51310 -1.66963 2.25365
H -0.79880 -1.98735 -0.54215
H -2.47013 -1.22242 -0.25814
H 1.54720 1.38203 2.36251
H 0.54512 -0.87733 1.66384
```

Output
LUMO level (spin up / spin down) = -4.8 / -4.8 eV
largest force on an atom = 5.72 eV/A
net charge = +1
Kohn-Sham gap (spin up / spin down) = 7.72 / 7.72 eV
E = -18808.619 eV

***

[4]
Entry from the OMol25 dataset: a molecular structure, C11H21N2O2 at a distorted geometry (wB97M-V/def2-TZVPD).

Geometry as XYZ:
```
36
Properties=species:S:1:pos:R:3
C 0.04649 -1.32228 -0.57736
C -1.05023 1.60085 0.81702
C 1.54417 -0.89203 -0.56171
C 1.69204 0.41839 0.11926
C -0.19528 1.00037 -0.28598
C -2.21318 -0.19827 0.14815
C 2.35925 -2.11612 0.04278
C 2.64041 1.48003 -0.49922
C 1.78714 0.19192 1.63374
C -2.34426 -1.08775 1.37874
C -3.25518 -0.62606 -0.88979
N -0.79002 -0.28807 -0.49316
N -0.32878 1.73212 -1.58228
O -0.30643 -2.47187 -0.53122
O -2.32630 1.18121 0.31878
H -0.66313 1.16225 1.80365
H -0.80815 2.71308 0.83331
H 1.81791 -0.91230 -1.54384
H 1.82054 -2.37476 0.86802
H 3.40614 -1.66548 0.20799
H 2.25560 -2.85631 -0.62374
H 2.46226 2.51050 -0.15937
H 2.32401 1.42909 -1.64497
H 3.68069 1.03144 -0.53351
H 1.50176 1.11725 2.16944
H 2.87402 0.14822 1.77911
H 1.15161 -0.67625 1.98461
H -1.43659 -1.43581 1.88071
H -3.03026 -1.98913 1.32125
H -2.80922 -0.51465 2.10003
H -3.93272 0.34274 -0.95768
H -3.81780 -1.46852 -0.61621
H -2.82335 -0.77009 -1.85730
H 0.55603 2.08601 -2.08096
H -1.16782 2.35365 -1.55872
H -0.62138 1.16660 -2.40956
```

Output
LUMO level = -3.4 eV
largest force on an atom = 5.99 eV/A
net charge = +1
Kohn-Sham gap = 9.78 eV
E = -18813.308 eV